Density functional theory data (ωB97M-V/def2-TZVPD) for a molecular structure, C5H6O2.

Last column: Löwdin charge in e.
Element x y z (Å)
C1 -1.894 -0.397 -0.239  -0.041
C2 -0.682 -0.062 0.603  -0.344
O1 0.289 -1.203 0.440  0.044
C3 1.458 -0.690 0.016  -0.524
O2 2.473 -1.278 -0.227  0.123
C4 1.077 0.725 -0.043  -0.081
C5 -0.040 1.276 0.232  0.058
H1 -2.276 -1.384 0.037  0.088
H2 -2.670 0.356 -0.078  0.089
H3 -1.625 -0.405 -1.299  0.094
H4 -0.915 -0.055 1.672  0.149
H5 2.498 1.612 -0.188  0.170
H6 2.305 1.504 -0.927  0.175

Computed properties:
Gap between HOMO and LUMO = 9.819 eV
HOMO = -10.04 eV
Net charge = 0
M = 98.101 g/mol

---

Density functional theory data (ωB97M-V/def2-TZVPD) for 10 unconnected molecules or ions with the total composition C60H124Br2N12.

Last column: Löwdin charge in e.
Element x y z (Å)
C1 0.663 -4.848 1.100  -0.062
C2 1.593 -5.664 0.121  -0.096
N1 0.725 -6.593 -0.657  -0.048
C3 -0.329 -7.421 -0.168  0.023
C4 -0.704 -8.211 -1.164  -0.010
N2 -0.133 -7.720 -2.283  -0.113
C5 0.841 -6.805 -1.961  0.020
C6 -0.418 -8.264 -3.573  0.021
H1 -0.023 -4.291 0.462  0.048
H2 1.292 -4.174 1.683  0.064
H3 0.037 -5.417 1.787  0.056
H4 2.257 -6.308 0.697  0.139
H5 2.080 -4.977 -0.573  0.109
H6 -0.444 -7.466 0.905  0.138
H7 -1.445 -8.996 -1.196  0.164
H8 1.510 -6.266 -2.614  0.164
H9 -0.249 -9.340 -3.540  0.125
H10 0.191 -7.760 -4.324  0.109
H11 -1.468 -8.007 -3.712  0.112
C7 -2.364 -4.288 3.376  -0.057
C8 -3.010 -2.931 3.131  -0.187
N3 -4.443 -3.048 3.408  -0.061
C9 -4.926 -3.287 4.648  0.029
C10 -6.388 -3.306 4.562  0.065
N4 -6.685 -2.813 3.297  -0.081
C11 -5.528 -2.693 2.568  0.022
C12 -8.074 -2.785 2.689  0.038
H12 -2.401 -4.617 4.415  0.086
H13 -1.321 -4.292 3.059  0.044
H14 -2.897 -4.973 2.718  0.090
H15 -2.907 -2.718 2.067  0.106
H16 -2.499 -2.105 3.625  0.063
H17 -4.313 -3.593 5.482  0.143
H18 -7.174 -3.464 5.285  0.144
H19 -5.419 -2.422 1.529  0.141
H20 -8.069 -2.909 1.606  0.096
H21 -8.647 -1.891 2.933  0.102
H22 -8.685 -3.594 3.090  0.109
C13 0.482 6.054 -0.861  -0.017
C14 -1.028 5.752 -0.513  -0.147
N5 -1.882 6.947 -0.736  -0.075
C15 -2.429 7.719 0.232  0.019
C16 -3.422 8.552 -0.407  0.018
N6 -3.319 8.416 -1.749  -0.069
C17 -2.364 7.410 -1.934  0.025
C18 -4.105 9.247 -2.662  0.035
H23 0.553 6.113 -1.948  0.081
H24 1.172 5.346 -0.402  0.041
H25 0.732 7.041 -0.471  0.096
H26 -1.122 5.428 0.523  0.114
H27 -1.466 4.939 -1.093  0.099
H28 -2.108 7.601 1.256  0.135
H29 -4.071 9.305 0.016  0.146
H30 -1.987 6.915 -2.817  0.156
H31 -4.916 8.674 -3.111  0.108
H32 -3.464 9.565 -3.484  0.114
H33 -4.516 10.141 -2.193  0.118
C19 0.961 1.148 -5.845  -0.067
C20 -0.340 1.136 -6.660  -0.133
N7 -1.309 0.392 -5.870  -0.032
C21 -2.543 0.839 -5.364  0.010
C22 -3.209 -0.193 -4.796  -0.009
N8 -2.392 -1.299 -4.871  -0.096
C23 -1.236 -0.951 -5.573  0.050
C24 -2.606 -2.639 -4.437  -0.013
H34 1.469 0.189 -5.736  0.073
H35 0.883 1.544 -4.833  0.058
H36 1.648 1.815 -6.366  0.094
H37 -0.215 0.690 -7.646  0.147
H38 -0.730 2.129 -6.882  0.140
H39 -2.886 1.858 -5.469  0.139
H40 -4.182 -0.355 -4.356  0.142
H41 -0.468 -1.657 -5.849  0.173
H42 -2.432 -3.360 -5.235  0.116
H43 -3.568 -2.914 -4.004  0.115
H44 -1.858 -2.952 -3.709  0.080
C25 4.105 2.651 -3.948  -0.084
C26 4.900 1.680 -3.114  -0.274
C27 5.011 0.336 -3.759  -0.188
C28 5.681 -0.673 -2.781  -0.076
N9 5.697 -2.143 -3.308  -0.218
C29 6.273 -3.077 -2.229  -0.135
C30 7.758 -3.086 -2.391  -0.127
C31 8.096 -2.668 -3.853  -0.107
C32 6.739 -2.285 -4.484  -0.055
C33 4.295 -2.725 -3.642  0.013
H45 3.860 3.593 -3.457  0.078
H46 3.138 2.206 -4.187  0.039
H47 4.675 2.908 -4.840  0.096
H48 4.569 1.573 -2.081  0.101
H49 5.933 1.997 -2.966  0.129
H50 5.683 0.471 -4.607  0.120
H51 4.056 -0.056 -4.109  0.093
H52 5.103 -0.811 -1.867  0.047
H53 6.693 -0.400 -2.483  0.153
H54 5.821 -4.067 -2.285  0.129
H55 5.977 -2.631 -1.279  0.084
H56 7.985 -4.134 -2.194  0.127
H57 8.237 -2.435 -1.661  0.126
H58 8.456 -3.515 -4.438  0.121
H59 8.816 -1.883 -4.083  0.124
H60 6.380 -3.096 -5.118  0.131
H61 6.779 -1.305 -4.958  0.115
H62 3.811 -2.526 -2.686  0.061
H63 4.293 -3.804 -3.795  0.100
H64 3.775 -2.162 -4.417  0.083
C34 -2.546 5.338 4.105  -0.070
C35 -3.885 5.201 3.385  -0.241
C36 -3.922 3.975 2.466  -0.215
C37 -5.189 3.858 1.652  -0.087
N10 -5.194 2.751 0.519  -0.213
C38 -4.272 3.170 -0.699  -0.102
C39 -4.672 2.342 -1.872  -0.188
C40 -6.151 2.151 -1.685  -0.115
C41 -6.503 2.527 -0.200  -0.078
C42 -4.781 1.404 1.179  0.029
H65 -1.842 5.744 3.379  0.053
H66 -2.179 4.394 4.509  0.081
H67 -2.617 6.202 4.765  0.091
H68 -4.257 6.019 2.767  0.102
H69 -4.691 5.115 4.114  0.123
H70 -3.847 3.100 3.111  0.086
H71 -3.090 3.875 1.770  0.099
H72 -5.455 4.738 1.066  0.127
H73 -6.064 3.640 2.264  0.146
H74 -3.236 3.102 -0.368  0.095
H75 -4.457 4.240 -0.799  0.133
H76 -4.057 1.450 -1.749  0.086
H77 -4.416 2.796 -2.829  0.127
H78 -6.333 1.109 -1.949  0.119
H79 -6.664 2.860 -2.334  0.132
H80 -7.153 1.851 0.357  0.139
H81 -7.057 3.465 -0.213  0.138
H82 -5.386 1.382 2.086  0.117
H83 -3.712 1.409 1.392  0.031
H84 -4.939 0.598 0.462  0.097
C43 3.535 2.770 1.627  -0.075
C44 2.162 3.269 1.173  -0.233
C45 1.440 2.461 0.067  -0.167
C46 0.906 1.103 0.595  -0.130
N11 -0.009 0.354 -0.376  -0.177
C47 0.841 0.088 -1.659  -0.093
C48 0.308 -1.235 -2.175  -0.190
C49 0.082 -2.146 -0.978  -0.175
C50 -0.234 -1.117 0.128  -0.075
C51 -1.362 1.016 -0.747  0.034
H85 3.498 1.772 2.062  0.051
H86 3.854 3.512 2.359  0.092
H87 4.166 2.698 0.741  0.079
H88 2.248 4.265 0.739  0.085
H89 1.580 3.280 2.094  0.116
H90 2.061 2.309 -0.816  0.101
H91 0.658 3.086 -0.363  0.075
H92 0.200 1.293 1.403  0.041
H93 1.652 0.451 1.049  0.068
H94 0.828 0.916 -2.368  0.124
H95 1.829 -0.238 -1.335  0.079
H96 -0.656 -1.220 -2.685  0.076
H97 1.019 -1.633 -2.898  0.114
H98 -0.689 -2.892 -1.168  0.105
H99 1.010 -2.668 -0.745  0.052
H100 -1.291 -1.209 0.377  0.110
H101 0.395 -1.337 0.991  0.102
H102 -1.975 1.076 0.152  0.067
H103 -1.893 0.503 -1.549  0.089
H104 -1.090 2.022 -1.065  0.085
C52 6.196 0.418 3.630  -0.100
C53 5.338 0.915 4.773  -0.251
C54 4.315 -0.025 5.404  -0.179
C55 3.258 -0.590 4.491  -0.129
N12 2.229 -1.447 5.292  -0.219
C56 2.891 -2.595 6.034  -0.096
C57 1.893 -3.719 6.146  -0.136
C58 0.851 -3.432 5.121  -0.166
C59 1.335 -2.215 4.315  -0.096
C60 1.388 -0.439 6.146  0.052
H105 5.645 0.080 2.753  0.042
H106 6.925 -0.320 3.965  0.083
H107 6.871 1.209 3.304  0.082
H108 4.872 1.837 4.425  0.094
H109 5.976 1.362 5.536  0.124
H110 3.821 0.526 6.205  0.117
H111 4.938 -0.868 5.704  0.122
H112 3.729 -1.180 3.705  0.089
H113 2.708 0.231 4.031  0.124
H114 3.203 -2.297 7.035  0.144
H115 3.841 -2.802 5.541  0.139
H116 1.422 -3.632 7.125  0.132
H117 2.315 -4.706 5.958  0.136
H118 -0.152 -3.436 5.548  0.115
H119 0.865 -4.189 4.337  0.095
H120 0.649 -1.449 3.952  0.081
H121 2.074 -2.459 3.552  0.101
H122 0.442 -0.900 6.432  0.105
H123 1.094 0.360 5.466  0.061
H124 1.935 -0.007 6.984  0.106
Br1 3.628 -1.656 0.539  -0.280
Br2 -1.552 0.807 3.669  -0.408

Computed properties:
Gap between HOMO and LUMO = 6.866 eV
HOMO = -18.43 eV
Net charge = +6
M = 1173.544 g/mol

---

Density functional theory data (ωB97M-V/def2-TZVPD) for a molecular structure, C46H43N2OP2Y.

Last column: Löwdin charge in e.
Element x y z (Å)
Y1 -0.101 0.124 0.306  1.363
C1 -0.859 3.407 -2.831  -0.047
C2 0.582 3.794 -2.506  -0.366
C3 0.624 5.045 -1.635  -0.052
C4 1.339 2.629 -1.904  -0.179
C5 2.062 1.760 -2.734  0.009
C6 2.856 0.756 -2.222  -0.029
C7 2.962 0.551 -0.841  -0.281
C8 3.918 -0.468 -0.296  -0.017
C9 2.235 1.398 -0.008  -0.179
C10 1.431 2.423 -0.530  -0.109
H1 -1.386 4.241 -3.297  0.096
H2 -1.400 3.151 -1.913  0.062
H3 -0.910 2.556 -3.510  0.075
H4 1.086 4.025 -3.449  0.144
H5 0.034 4.921 -0.724  0.057
H6 0.196 5.888 -2.176  0.093
H7 1.642 5.314 -1.350  0.095
H8 2.025 1.909 -3.807  0.132
H9 3.421 0.126 -2.898  0.117
H10 3.539 -0.959 0.602  0.068
H11 4.858 0.011 -0.017  0.104
H12 4.143 -1.230 -1.041  0.076
H13 2.390 1.344 1.069  0.102
H14 0.969 3.137 0.145  0.096
O1 -2.002 -1.421 1.117  -0.052
C11 -1.345 -1.837 0.161  -0.399
C12 -1.364 -3.120 -0.530  -0.233
C13 -1.996 -4.286 -0.104  0.006
C14 -1.821 -5.447 -0.835  -0.038
C15 -1.034 -5.428 -1.986  -0.033
C16 -0.416 -4.263 -2.421  -0.060
C17 -0.570 -3.098 -1.679  -0.291
P1 0.011 -1.420 -2.186  1.066
C18 -1.436 -0.852 -3.120  -0.360
C19 -2.160 0.229 -2.632  -0.134
C20 -3.331 0.647 -3.247  -0.065
C21 -3.783 -0.027 -4.370  -0.047
C22 -3.075 -1.116 -4.865  -0.043
C23 -1.913 -1.534 -4.240  -0.070
C24 1.317 -1.739 -3.398  -0.395
C25 2.397 -2.536 -3.010  -0.126
C26 3.496 -2.684 -3.841  -0.067
C27 3.533 -2.025 -5.063  -0.057
C28 2.469 -1.224 -5.453  -0.057
C29 1.366 -1.078 -4.623  -0.098
H15 -2.605 -4.270 0.791  0.127
H16 -2.296 -6.367 -0.522  0.118
H17 -0.903 -6.337 -2.558  0.119
H18 0.176 -4.275 -3.326  0.112
H19 -1.812 0.788 -1.761  0.052
H20 -3.880 1.496 -2.862  0.107
H21 -4.693 0.292 -4.860  0.118
H22 -3.437 -1.643 -5.737  0.118
H23 -1.383 -2.398 -4.622  0.116
H24 2.379 -3.054 -2.057  0.110
H25 4.322 -3.314 -3.540  0.116
H26 4.390 -2.138 -5.713  0.116
H27 2.495 -0.716 -6.408  0.116
H28 0.546 -0.444 -4.934  0.107
N1 -0.818 0.577 3.514  -0.088
P2 -0.311 1.898 2.561  0.998
C30 0.108 3.219 3.699  -0.375
C31 -0.882 3.840 4.468  -0.089
C32 -0.530 4.813 5.386  -0.052
C33 0.805 5.177 5.532  -0.045
C34 1.789 4.573 4.766  -0.056
C35 1.441 3.591 3.850  -0.090
C36 -1.775 2.485 1.652  -0.381
C37 -1.834 3.829 1.259  -0.099
C38 -2.835 4.262 0.409  -0.056
C39 -3.776 3.365 -0.089  -0.056
C40 -3.718 2.032 0.279  -0.065
C41 -2.724 1.591 1.151  -0.136
C42 -0.171 -0.649 3.454  -0.369
C43 -0.285 -1.575 4.498  0.019
C44 0.348 -2.787 4.377  -0.015
C45 1.094 -3.081 3.230  -0.030
C46 1.154 -2.118 2.258  -0.129
N2 0.541 -0.920 2.354  -0.043
H29 -1.402 0.721 4.327  0.127
H30 -1.926 3.579 4.342  0.115
H31 -1.292 5.293 5.984  0.118
H32 1.073 5.942 6.248  0.119
H33 2.823 4.866 4.882  0.116
H34 2.212 3.114 3.255  0.099
H35 -1.115 4.542 1.643  0.113
H36 -2.888 5.308 0.137  0.123
H37 -4.561 3.712 -0.748  0.119
H38 -4.463 1.334 -0.078  0.121
H39 -2.742 0.565 1.501  0.075
H40 -0.861 -1.327 5.378  0.127
H41 0.270 -3.512 5.176  0.128
H42 1.600 -4.025 3.105  0.119
H43 1.704 -2.295 1.338  0.109

Computed properties:
Gap between HOMO and LUMO = 7.307 eV
HOMO = -12.75 eV
Net charge = +2
M = 790.717 g/mol

---

Quick rundown of relative energy (zero: lowest compared OMol25 entry of this formula, charge and spin), same order as above: 126.86, 138.20, 18.01 kcal/mol